(1)
Below is a 2-piece molecular cluster, C2H2N2O overall at a distorted geometry, with properties calculated with wB97M-V/def2-TZVPD.

The geometry in XYZ format:
```
7
Properties=species:S:1:pos:R:3:mulliken_charge:R:1
O 0.716 2.044 0.199 -0.4482
C -0.275 1.356 0.082 0.0653
C -0.223 -0.060 0.291 0.1132
N 0.612 -0.920 0.101 0.4447
N 0.965 -2.063 -0.146 -0.7721
H -1.278 1.764 -0.090 0.3028
H -0.517 -2.121 -0.436 0.2942
```

Max |F| ... 5.47 eV Å⁻¹
Net charge ... 0
Lowest unoccupied orbital energy (alpha / beta) ... -1.92 / -1.92 eV
HOMO energy (alpha / beta) ... -9.43 / -9.43 eV

(2)
Below is C6H6KNaO2 as an isolated structure at a distorted geometry, with properties calculated with wB97M-V/def2-TZVPD.

The geometry in XYZ format:
```
16
Properties=species:S:1:pos:R:3:mulliken_charge:R:1
C 0.352 1.234 -2.049 -1.1161
C 1.025 0.549 -1.114 -0.0655
C 0.730 -0.810 -0.571 -0.2396
H 0.745 2.184 -2.416 0.3940
H -0.586 0.879 -2.487 0.2382
H 1.911 0.992 -0.649 0.4333
H 1.594 -1.482 -0.682 0.3117
C -0.389 -1.469 -1.076 0.5606
O -1.322 -1.995 -1.454 -0.1911
O -1.241 0.601 1.546 -0.8194
C -0.377 -0.205 1.948 0.3593
C 0.559 -1.018 1.479 -0.5077
K -0.743 3.112 0.725 0.9602
Na -3.415 0.075 2.180 0.9777
H 0.651 -2.075 1.718 0.4489
H 0.505 -0.571 2.902 0.2554
```

Max |F| ... 3.06 eV Å⁻¹
Net charge ... +2
Lowest unoccupied orbital energy ... -7.43 eV
HOMO energy ... -15.17 eV

(3)
Below is a 10-piece molecular cluster, C13H30B5F29N3O5P overall at a distorted geometry, with properties calculated with wB97M-V/def2-TZVPD.

The geometry in XYZ format:
```
86
Properties=species:S:1:pos:R:3:mulliken_charge:R:1
C -2.579 -5.271 2.678 -1.3465
C -2.609 -4.167 1.696 0.7201
O -2.265 -4.243 0.549 -0.3279
N -3.458 -2.953 2.126 0.0349
H -4.209 -3.379 2.649 0.4232
H -2.983 -2.415 2.837 0.2951
C -3.931 -2.011 0.977 -0.3560
H -3.173 -6.027 2.166 0.3717
H -2.842 -5.147 3.729 0.3494
H -1.598 -5.725 2.541 0.3934
H -4.764 -2.448 0.426 0.3486
H -3.091 -1.787 0.319 -0.1896
H -4.323 -1.057 1.331 0.3749
C 7.096 4.708 1.108 -1.2710
C 5.983 4.274 0.133 0.7682
O 6.055 4.255 -1.093 -0.4524
N 4.812 3.626 0.822 0.3996
H 4.737 3.950 1.776 0.4332
H 3.960 3.951 0.389 0.0174
C 4.894 2.110 0.801 -0.8558
H 7.870 5.157 0.486 0.3625
H 7.526 3.964 1.779 0.3261
H 6.862 5.566 1.737 0.3760
H 4.032 1.782 1.383 0.1803
H 5.766 1.750 1.347 0.3154
H 4.931 1.901 -0.268 0.5185
C 1.127 -0.068 1.130 -0.3998
C -0.043 -0.130 0.133 0.6124
O -0.836 -1.102 0.015 -0.6958
N -0.104 1.026 -0.861 1.0361
H 0.413 1.816 -0.502 -0.5729
H 0.394 0.752 -1.695 0.3895
C -1.473 1.786 -1.031 -0.4418
H 1.070 -0.796 1.939 0.1552
H 0.990 0.850 1.702 0.1264
H 2.146 -0.080 0.744 0.1561
H -1.908 1.856 -0.034 0.1713
H -1.952 1.052 -1.679 0.1767
H -1.382 2.779 -1.471 0.1577
C -4.317 -2.107 -3.852 -0.3315
O -5.516 -2.729 -3.340 -0.4091
O -4.919 -1.016 -4.553 -0.3430
C -3.327 -1.809 -2.684 1.0876
F -3.886 -0.936 -1.916 -0.2554
F -2.957 -2.839 -1.927 -0.2146
F -2.226 -1.257 -3.244 -0.2323
C -5.484 -4.211 -3.235 -0.1159
C -6.768 -4.645 -2.460 -1.2307
H -6.787 -4.412 -1.396 0.2555
H -7.653 -4.135 -2.842 0.3189
H -6.838 -5.732 -2.447 0.3937
H -4.617 -4.593 -2.696 0.2452
H -5.366 -4.653 -4.224 0.3700
H -3.943 -2.798 -4.607 0.4926
P 4.224 -2.717 2.503 1.2204
F 5.877 -3.109 2.510 -0.4371
F 4.730 -1.200 2.932 -0.3873
F 4.216 -2.261 0.953 -0.3260
F 2.672 -2.353 2.647 -0.3035
F 3.793 -4.245 2.069 -0.4110
F 4.367 -3.219 3.992 -0.3723
B 2.979 -0.195 -2.262 -0.1162
F 3.723 -0.532 -3.379 -0.3756
F 2.021 -1.184 -2.162 -0.3699
F 3.828 -0.102 -1.160 -0.2789
F 2.240 0.928 -2.490 0.1431
B -1.437 -0.131 3.771 0.2872
F -0.214 -0.186 4.434 -0.4035
F -1.494 -1.229 2.953 -0.3184
F -2.586 -0.253 4.543 -0.4371
F -1.392 0.883 2.825 -0.2055
B 1.861 3.916 -0.478 0.3714
F 2.586 3.109 -1.382 -0.2799
F 2.595 5.055 -0.184 -0.4277
F 0.656 4.263 -0.937 -0.3847
F 1.903 3.155 0.731 -0.2923
B -0.004 3.374 -4.545 0.3000
F -1.369 3.111 -4.724 -0.4426
F 0.747 3.302 -5.667 -0.3602
F 0.050 4.681 -4.045 -0.4387
F 0.410 2.466 -3.509 -0.0945
B -0.727 4.485 2.548 0.1445
F -0.932 4.248 3.887 -0.4142
F -1.535 5.418 2.053 -0.3574
F 0.545 4.992 2.365 -0.3939
F -0.873 3.301 1.818 0.0506
```

Max |F| ... 4.76 eV Å⁻¹
Net charge ... -3
Lowest unoccupied orbital energy (alpha / beta) ... 3.73 / 2.30 eV
HOMO energy (alpha / beta) ... -3.16 / -3.16 eV
<S²> ... 0.754
Spin multiplicity ... 2

(4)
Below is a 2-piece molecular cluster, C5H10O overall, with properties calculated with wB97M-V/def2-TZVPD.

The geometry in XYZ format:
```
16
Properties=species:S:1:pos:R:3:mulliken_charge:R:1
O 1.424 1.061 1.134 -0.4860
C 1.221 -0.113 0.920 -0.3555
C 0.248 -0.681 -0.064 0.2901
C -0.446 0.276 -1.054 -0.6548
C -1.526 0.555 0.009 -0.4934
C -1.060 -0.686 0.800 -0.8393
H 1.669 -0.893 1.573 0.3735
H 0.595 -1.647 -0.449 0.3947
H -0.840 -0.278 -1.912 0.2944
H 0.128 1.130 -1.424 0.2956
H -1.310 1.485 0.541 0.2059
H -2.568 0.553 -0.314 0.3342
H -0.907 -0.538 1.877 0.3418
H -1.656 -1.585 0.639 0.2980
H 2.445 0.926 -0.867 -0.1764
H 2.584 0.434 -1.408 0.1771
```

Max |F| ... 0.53 eV Å⁻¹
Net charge ... 0
Lowest unoccupied orbital energy ... 1.06 eV
HOMO energy ... -9.72 eV
SMILES ... O=CC1CCC1.[H][H]